[1]
C2H2N4O3 | wB97M-V/def2-TZVPD

Geometry as XYZ:
```
11
Properties=species:S:1:pos:R:3:forces:R:3:lowdin_charge:R:1
C -0.428 0.026 0.749 -2.184 2.183 3.021 -0.540
C 0.360 0.130 -1.268 -3.692 1.581 -8.473 -0.301
H 0.695 2.171 2.727 -3.495 -2.675 -3.807 0.245
H 0.062 -0.341 -3.281 1.009 -0.931 -0.320 0.014
N -0.497 0.357 2.014 2.473 2.608 -2.923 0.143
N 0.602 -1.833 -0.152 2.229 2.443 -2.887 0.231
N 1.260 -1.101 -0.930 -5.216 -1.031 3.632 0.139
N -0.224 0.294 -2.570 2.794 0.075 7.923 0.173
O 0.010 1.752 1.818 2.477 1.869 5.315 -0.212
O -0.934 -1.092 0.392 1.977 -1.684 -1.891 0.036
O -0.117 0.992 -0.317 1.629 -4.439 0.411 0.072
```
Positions in Å, forces in eV/Å.

Relative energy (zero: lowest compared OMol25 entry of this formula, charge and spin) (kJ/mol): 691.8
Frontier orbital gap (eV): 8.10
HOMO level (eV): -9.729
E (eV): -14200.0922



[2]
C2H2N4O4 | wB97M-V/def2-TZVPD

Geometry as XYZ:
```
12
Properties=species:S:1:pos:R:3:forces:R:3:lowdin_charge:R:1
C -0.370 -1.071 0.560 -4.245 -0.219 3.126 -0.079
C -0.440 0.243 0.011 -0.003 -0.246 0.592 -0.507
N 0.515 -1.878 0.158 1.262 -2.144 -0.666 -0.112
N 0.579 0.533 -0.915 -1.299 3.202 -1.304 -0.021
N 1.269 -2.619 -0.208 0.211 -0.195 0.058 0.278
N 2.776 0.640 0.190 -2.431 -0.347 -1.004 -0.318
O -1.336 1.022 0.273 0.717 -0.061 -0.757 0.073
O 3.894 0.327 0.109 0.695 -0.130 -0.056 0.182
O 2.068 1.218 0.921 0.621 0.829 1.232 0.159
O 1.791 0.040 -1.020 0.819 -0.392 -0.025 -0.048
H -1.278 -1.496 1.265 2.783 1.198 -1.950 0.201
H 0.366 1.470 -1.378 0.870 -1.496 0.755 0.192
```
Positions in Å, forces in eV/Å.

Relative energy (zero: lowest compared OMol25 entry of this formula, charge and spin) (kJ/mol): 247.6
Frontier orbital gap (eV): 9.44
HOMO level (eV): -9.506
E (eV): -16249.1741



[3]
C2H2N4O8 | wB97M-V/def2-TZVPD

Geometry as XYZ:
```
16
Properties=species:S:1:pos:R:3:forces:R:3:lowdin_charge:R:1
O -3.033 -0.317 1.421 -0.564 -0.296 -0.792 0.098
N -3.108 -0.584 0.217 1.650 0.965 3.130 -0.346
O -4.044 -0.866 -0.411 -3.811 -1.072 -1.246 0.187
C -1.922 -0.497 -0.503 1.423 0.009 -1.867 -0.124
N -0.826 -1.290 -0.052 -0.691 -0.016 0.207 -0.269
O 0.247 -1.189 -0.678 0.367 -0.570 0.562 0.081
O -1.025 -2.015 0.900 0.659 0.442 -0.866 0.154
N -1.977 0.058 -1.767 -1.245 0.113 0.841 -0.185
O -2.996 0.551 -2.271 3.118 -1.067 0.981 0.155
O -0.816 0.122 -2.382 -0.373 0.654 -1.789 0.145
H -0.087 -0.409 -1.882 -0.910 0.146 0.584 0.100
O -0.954 2.232 -0.272 -0.450 1.916 -4.530 0.197
C -0.811 1.543 0.618 0.626 -0.614 3.610 -0.401
N -0.729 1.324 1.793 0.335 -1.204 2.753 0.078
O -0.408 0.346 2.733 -1.354 0.114 -0.754 -0.003
H -1.294 0.080 3.126 1.220 0.479 -0.824 0.132
```
Positions in Å, forces in eV/Å.

Relative energy (zero: lowest compared OMol25 entry of this formula, charge and spin) (kJ/mol): 54.3
Frontier orbital gap (spin up / spin down) (eV): 8.26 / 8.26
HOMO level (spin up / spin down) (eV): -10.536 / -10.536
E (eV): -24433.1177
SMILES: O=[N+]([O-])C([N+](=O)[O-])=[N+]([O-])O.O=C=NO



[4]
C2H2N6 | wB97M-V/def2-TZVPD

Geometry as XYZ:
```
10
Properties=species:S:1:pos:R:3:forces:R:3:lowdin_charge:R:1
H -2.650 -0.779 0.363 0.412 0.807 1.368 0.076
N -2.215 0.159 0.584 0.182 -1.891 -1.349 0.159
C -1.057 0.087 0.038 -3.463 -1.309 0.818 -0.513
N -0.540 1.282 -0.384 1.168 0.182 -1.277 0.140
C 0.701 1.344 -0.434 2.492 -0.390 3.850 -0.122
N 1.647 0.579 0.527 -2.318 -4.244 -2.803 0.082
N 1.559 -0.704 0.469 -0.014 2.610 0.816 -0.012
N 0.662 -1.509 -0.384 -3.381 1.496 0.109 0.016
N -0.614 -1.237 -0.447 4.639 0.932 0.101 0.091
H 1.292 2.195 -0.544 0.283 1.809 -1.634 0.083
```
Positions in Å, forces in eV/Å.

Relative energy (zero: lowest compared OMol25 entry of this formula, charge and spin) (kJ/mol): 319.1
Frontier orbital gap (eV): 8.37
HOMO level (eV): -10.102
E (eV): -11040.5983
SMILES: [H]/N=c1/ncnnnn1



[5]
C2H2N6 | wB97M-V/def2-TZVPD

Geometry as XYZ:
```
10
Properties=species:S:1:pos:R:3:forces:R:3:lowdin_charge:R:1
H 2.423 -1.185 0.844 0.229 -2.052 0.764 0.044
N 2.088 -0.309 0.595 0.401 1.883 0.359 0.201
C 0.993 -0.180 0.061 0.022 -1.201 -2.764 -0.474
N 0.636 1.030 -0.670 -0.320 -1.611 2.745 0.176
C -0.518 1.203 -0.198 -5.904 4.332 -2.159 -0.246
N -1.663 0.601 0.524 2.326 -4.803 1.277 0.059
N -1.812 -0.715 0.511 0.121 4.585 -1.107 0.020
N -1.102 -1.314 -0.534 2.147 -1.148 0.999 -0.020
N 0.138 -1.231 -0.621 -1.039 0.570 -0.058 0.112
H -1.182 2.101 -0.513 2.015 -0.555 -0.057 0.128
```
Positions in Å, forces in eV/Å.

Relative energy (zero: lowest compared OMol25 entry of this formula, charge and spin) (kJ/mol): 344.1
Frontier orbital gap (eV): 8.23
HOMO level (eV): -9.998
E (eV): -11040.3390
SMILES: [H]/N=c1/ncnnnn1



[6]
C2H2N8O4 | wB97M-V/def2-TZVPD

Geometry as XYZ:
```
16
Properties=species:S:1:pos:R:3:forces:R:3:lowdin_charge:R:1
O 1.406 -1.418 0.162 -1.060 1.332 -1.248 -0.006
N 1.276 -0.671 -0.841 -0.859 -0.718 -0.741 -0.271
C 0.134 -0.454 -1.602 -1.058 -1.784 -0.251 -0.010
C 0.369 0.056 -2.924 -3.192 -0.446 1.998 -0.115
N 1.408 0.770 -3.190 1.877 0.053 -1.617 0.125
N 2.448 0.634 -2.346 -1.030 0.342 0.584 -0.308
O 3.483 1.243 -2.535 -0.447 -0.158 -0.264 0.056
N 2.401 -0.158 -1.289 2.035 0.136 0.801 0.182
H -0.854 -0.921 -1.209 2.171 0.860 -0.874 0.159
H -0.464 0.001 -3.727 1.534 0.273 1.597 0.154
N 1.005 -4.344 1.671 -1.022 -0.442 -0.481 0.225
N 1.863 -4.058 2.313 -1.720 -0.429 -1.642 -0.336
O 2.773 -3.734 2.925 2.731 0.894 2.096 0.115
N -0.270 4.501 -0.925 -0.995 2.361 -0.061 0.247
N -0.013 3.440 -0.794 0.062 1.747 -0.456 -0.314
O 0.350 2.361 -0.718 0.972 -4.020 0.558 0.097
```
Positions in Å, forces in eV/Å.

Relative energy (zero: lowest compared OMol25 entry of this formula, charge and spin) (kJ/mol): 0.0
Frontier orbital gap (spin up / spin down) (eV): 8.96 / 8.96
HOMO level (spin up / spin down) (eV): -9.958 / -9.959
E (eV): -22206.5286
SMILES: [O-][n+]1ccn[n+]([O-])n1.N#[N+][O-].N#[N+][O-]



[7]
C2H2NO2S | wB97M-V/def2-TZVPD

Geometry as XYZ:
```
8
Properties=species:S:1:pos:R:3:forces:R:3:lowdin_charge:R:1
C -0.267 0.170 0.219 0.288 2.389 5.786 -0.725
C 0.311 0.071 1.683 -2.466 0.977 -4.001 -0.013
N 0.247 -0.477 -0.862 0.172 0.827 -3.271 -0.234
O -0.374 -1.230 -3.061 0.548 1.716 -1.030 -0.635
O -1.306 0.874 0.148 0.039 -0.380 -1.044 -0.117
S 0.058 0.068 -2.432 -0.498 -3.856 4.124 0.833
H 1.229 -0.313 1.872 2.824 -1.640 0.039 -0.089
H 0.102 0.835 2.433 -0.907 -0.031 -0.603 -0.019
```
Positions in Å, forces in eV/Å.

Charge: -1
Relative energy (zero: lowest compared OMol25 entry of this formula, charge and spin) (kJ/mol): 473.9
Frontier orbital gap (spin up / spin down) (eV): 5.41 / 3.57
HOMO level (spin up / spin down) (eV): -2.734 / -1.737
E (eV): -18523.5175



[8]
C2H2NO3 | wB97M-V/def2-TZVPD

Geometry as XYZ:
```
8
Properties=species:S:1:pos:R:3:forces:R:3:lowdin_charge:R:1
O 1.981 -1.001 0.666 0.832 -0.552 0.536 -0.028
C 1.100 -0.751 -0.131 -0.491 0.781 0.152 -0.742
O 1.082 -0.639 -1.364 -0.444 -0.195 -0.053 -0.061
N -0.237 -0.426 0.637 0.645 -2.361 -0.068 -0.017
C -0.982 0.527 -0.024 -3.279 0.686 -0.687 -0.307
O -0.170 0.964 0.992 0.993 1.707 0.900 -0.073
H -0.644 0.691 -1.057 -0.494 0.381 0.322 0.100
H -2.132 0.636 0.282 2.238 -0.447 -1.102 0.128
```
Positions in Å, forces in eV/Å.

Charge: -1
Relative energy (zero: lowest compared OMol25 entry of this formula, charge and spin) (kJ/mol): 371.2
Frontier orbital gap (eV): 8.56
HOMO level (eV): -4.194
E (eV): -9737.8052
SMILES: O=C([O-])N1CO1



[9]
C2H2NO3S | wB97M-V/def2-TZVPD

Geometry as XYZ:
```
9
Properties=species:S:1:pos:R:3:forces:R:3:lowdin_charge:R:1
O 0.787 0.651 0.938 -0.020 -0.343 -0.747 -0.026
C 0.018 0.287 0.038 -0.619 1.108 1.608 -0.466
N 0.558 -0.515 -0.967 2.823 0.900 2.362 0.056
O 1.872 -1.033 -0.469 -0.513 -0.342 -1.361 -0.108
C -1.495 0.879 0.397 0.775 -1.841 -1.531 -0.950
O -1.694 2.061 0.239 -0.068 -0.380 0.287 -0.062
S -2.391 -0.489 0.973 0.061 0.870 -0.146 0.378
H 0.233 -1.278 -1.510 -1.198 -0.338 0.098 0.111
H 2.113 -0.562 0.361 -1.240 0.366 -0.570 0.067
```
Positions in Å, forces in eV/Å.

Charge: -1
Relative energy (zero: lowest compared OMol25 entry of this formula, charge and spin) (kJ/mol): 179.2
Frontier orbital gap (eV): 7.56
HOMO level (eV): -3.764
E (eV): -20573.7583
SMILES: O=C(NO)C([O-])=S



[10]
C2H2NO3S | wB97M-V/def2-TZVPD

Geometry as XYZ:
```
9
Properties=species:S:1:pos:R:3:forces:R:3:lowdin_charge:R:1
C -0.836 1.394 -0.226 -2.812 3.000 0.371 -0.366
C -0.177 0.042 -0.195 1.491 1.353 -1.450 -0.342
N -2.588 1.167 0.155 5.093 0.655 -1.526 -0.293
O -0.260 2.473 -0.422 -2.079 -3.202 0.713 -0.014
O -3.672 -0.938 0.891 1.963 0.562 -2.209 -0.583
O -1.107 -0.949 -0.139 0.395 -0.682 0.572 -0.390
S -2.812 -0.352 -0.241 -2.286 -0.341 2.448 0.712
H 0.412 0.066 -1.214 -0.804 -0.405 1.616 0.144
H 0.617 0.199 0.610 -0.962 -0.941 -0.534 0.133
```
Positions in Å, forces in eV/Å.

Charge: -1
Relative energy (zero: lowest compared OMol25 entry of this formula, charge and spin) (kJ/mol): 250.7
Frontier orbital gap (eV): 7.97
HOMO level (eV): -4.051
E (eV): -20573.0173